# 1
39
Properties=species:S:1:pos:R:3 method="wB97M-V/def2-TZVPD" e_homo_ev=-10.08 smiles="C[Si](C)(C)OCC[C@H]1OS(=O)(=O)O[C@H]1c1cccnc1" relative_energy_ev=0.000 total_charge=0
C 0.914 -1.911 2.745
Si -0.916 -1.561 2.588
C -1.591 -2.608 1.192
C -1.763 -1.987 4.197
O -1.194 0.035 2.203
C -0.167 0.949 1.864
C 0.270 0.783 0.411
C -0.695 1.447 -0.541
O -0.425 2.855 -0.634
S -1.333 3.441 -1.804
O -2.659 3.668 -1.343
O -0.588 4.455 -2.458
O -1.335 2.109 -2.677
C -0.675 0.998 -2.012
C 0.682 0.743 -2.597
C 1.243 -0.521 -2.491
C 2.511 -0.743 -2.987
C 3.174 0.312 -3.592
N 2.643 1.523 -3.721
C 1.424 1.730 -3.232
H 1.391 -1.324 3.534
H 1.046 -2.974 2.976
H 1.454 -1.713 1.812
H -2.682 -2.630 1.169
H -1.209 -3.631 1.258
H -1.252 -2.195 0.234
H -2.521 -1.253 4.480
H -2.248 -2.962 4.091
H -1.029 -2.066 5.003
H -0.573 1.958 1.999
H 0.694 0.864 2.536
H 1.272 1.204 0.270
H 0.326 -0.277 0.142
H -1.719 1.298 -0.176
H -1.328 0.132 -2.146
H 0.688 -1.333 -2.025
H 2.977 -1.719 -2.915
H 4.176 0.172 -3.990
H 1.019 2.732 -3.361


# 2
14
Properties=species:S:1:pos:R:3 method="wB97M-V/def2-TZVPD" e_homo_ev=-9.84 smiles="C=NC.NC=O" relative_energy_ev=1.660 total_charge=0
C -0.924 0.454 -1.310
C -2.205 -0.801 0.186
N -1.365 0.125 0.042
H 0.117 0.145 -1.420
H -0.963 1.537 -1.391
H -1.491 -0.055 -2.093
H -2.569 -1.040 1.183
H -2.507 -1.477 -0.620
C 2.505 0.510 0.651
N 1.419 -0.158 1.131
O 2.568 1.073 -0.417
H 3.362 0.483 1.346
H 1.593 -0.859 1.829
H 0.459 0.063 0.883


# 3
14
Properties=species:S:1:pos:R:3 method="wB97M-V/def2-TZVPD" e_homo_ev=-13.67 relative_energy_ev=3.031 total_charge=+1
C 0.139 0.229 -1.138
C -1.092 -1.274 0.065
N 0.676 0.629 -0.044
N -0.907 -0.740 -1.073
N -1.571 -1.062 -2.246
N 1.590 1.429 2.436
S 0.315 0.005 1.362
H 0.319 0.589 -2.136
H -1.847 -1.917 0.351
H -1.045 -0.721 -3.077
H -1.676 -2.013 -2.602
H 2.591 1.670 2.188
H 1.549 0.911 3.233
H 0.960 2.264 2.683


# 4
32
Properties=species:S:1:pos:R:3 method="wB97M-V/def2-TZVPD" e_homo_ev="0.60 / -4.34" multiplicity=4 total_charge=-1
C -1.330 0.247 -2.025
V 0.198 -0.511 -0.665
N 1.511 0.573 0.638
H 1.237 -0.726 -1.764
H 1.019 1.301 1.175
H 1.341 -1.482 -0.411
H -1.057 -0.069 -3.053
H -1.704 1.251 -2.042
H -2.114 -0.442 -1.688
H 1.880 -0.124 1.278
H 2.299 0.973 0.128
C -2.459 2.374 3.448
N -2.468 0.932 3.381
C -2.708 0.285 4.646
C -2.941 -1.198 4.467
C -1.874 -1.772 3.583
N -1.900 -1.080 2.318
C -1.195 -1.688 1.188
C -1.927 0.296 2.285
O -1.476 0.911 1.289
H -2.392 2.782 2.446
H -1.624 2.733 4.060
H -3.382 2.711 3.938
H -1.836 0.434 5.318
H -3.558 0.778 5.129
H -3.942 -1.359 4.047
H -2.902 -1.678 5.449
H -2.054 -2.831 3.383
H -0.887 -1.663 4.066
H -0.094 -1.422 1.199
H -1.267 -2.777 1.276
H -1.683 -1.352 0.254


# 5
21
Properties=species:S:1:pos:R:3 method="wB97M-V/def2-TZVPD" e_homo_ev=-2.88 relative_energy_ev=1.130 total_charge=-1
C 3.077 0.151 0.289
C 1.900 0.350 -0.319
N 1.376 -0.497 -1.293
C 0.378 0.088 -2.200
H 3.726 -0.682 0.038
H 3.382 0.820 1.080
H 1.228 1.166 -0.067
H 2.084 -1.046 -1.759
H -0.056 -0.724 -2.787
H -0.395 0.556 -1.571
H 0.828 0.827 -2.875
C -1.616 0.991 1.337
O -0.895 1.263 0.219
C -2.295 -0.392 1.260
N -1.251 -1.410 1.112
H -1.003 0.985 2.272
H -2.428 1.726 1.557
H -2.877 -0.581 2.172
H -2.967 -0.348 0.390
H -1.616 -2.247 0.675
H -0.580 -0.997 0.472


# 6
99
Properties=species:S:1:pos:R:3 method="wB97M-V/def2-TZVPD" e_homo_ev=-8.88 smiles="CCOCCCCCc1c(CNC)cc2c(c1CC(=O)Cl)C(=O)c1ccccc1C2=O.O=C1OC[C@@H](F)O1.O=C1OC[C@@H](F)O1.O=C1OC[C@@H](F)O1.O=C1OC[C@@H](F)O1" total_charge=0
C 8.292 0.547 -2.340
C 6.882 0.378 -1.761
O 6.039 1.453 -2.116
C 4.681 1.063 -2.265
C 3.716 2.187 -1.821
C 2.677 1.583 -0.868
C 1.769 2.616 -0.167
C 1.234 2.069 1.196
C -0.006 1.207 1.058
C -1.229 1.851 1.000
C -1.405 3.356 1.045
N -2.406 3.717 2.048
C -2.060 4.947 2.768
C -2.400 1.136 0.868
C -2.326 -0.218 0.792
C -1.125 -0.887 0.859
C 0.056 -0.187 0.990
C 1.358 -0.949 1.023
C 2.163 -0.743 2.286
O 1.759 -0.397 3.358
Cl 3.954 -1.024 2.105
C -1.226 -2.389 0.779
O -0.592 -3.164 1.471
C -2.242 -2.888 -0.219
C -2.035 -3.962 -1.045
C -3.022 -4.301 -1.935
C -4.199 -3.605 -2.033
C -4.421 -2.532 -1.193
C -3.433 -2.200 -0.309
C -3.596 -1.011 0.601
O -4.652 -0.698 1.121
H 8.502 1.601 -2.532
H 9.034 0.194 -1.615
H 8.446 -0.057 -3.235
H 6.501 -0.593 -2.106
H 6.949 0.289 -0.666
H 4.511 0.171 -1.643
H 4.491 0.743 -3.300
H 3.216 2.549 -2.725
H 4.302 2.980 -1.353
H 2.038 0.899 -1.445
H 3.193 0.976 -0.117
H 0.943 2.864 -0.840
H 2.362 3.511 0.046
H 2.072 1.556 1.671
H 1.043 2.949 1.813
H -0.470 3.914 1.144
H -1.813 3.640 0.061
H -2.559 2.961 2.700
H -2.674 5.010 3.670
H -2.155 5.837 2.142
H -1.004 4.854 3.081
H -3.371 1.610 0.819
H 1.233 -2.024 0.885
H 1.971 -0.621 0.181
H -1.103 -4.513 -0.997
H -2.880 -5.134 -2.617
H -4.946 -3.881 -2.766
H -5.329 -1.941 -1.213
C -5.948 2.767 1.565
C -7.297 2.592 2.211
O -8.025 3.696 1.706
C -7.493 3.987 0.480
O -8.015 4.671 -0.332
O -6.289 3.380 0.318
F -7.221 2.694 3.562
H -5.297 3.435 2.133
H -5.435 1.820 1.409
H -7.809 1.665 1.947
C 12.521 -1.370 -5.470
C 11.212 -1.732 -4.815
O 10.360 -0.676 -5.219
C 10.830 -0.240 -6.429
O 10.221 0.443 -7.176
O 12.086 -0.704 -6.657
F 11.314 -1.723 -3.462
H 13.109 -0.683 -4.860
H 13.128 -2.240 -5.710
H 10.790 -2.685 -5.140
C -7.736 -6.183 -1.057
C -7.813 -7.664 -1.329
O -7.650 -7.728 -2.734
C -6.894 -6.648 -3.089
O -6.346 -6.523 -4.131
O -6.846 -5.736 -2.083
F -9.026 -8.169 -1.001
H -8.703 -5.691 -1.174
H -7.341 -5.955 -0.070
H -7.032 -8.254 -0.846
C -1.725 1.601 6.875
C -0.947 1.759 5.593
O -1.669 2.778 4.922
C -2.244 3.556 5.889
O -2.697 4.634 5.700
O -2.220 2.928 7.090
F -0.980 0.631 4.846
H -2.564 0.914 6.764
H -1.106 1.275 7.707
H 0.090 2.074 5.727


# 7
54
Properties=species:S:1:pos:R:3 method="wB97M-V/def2-TZVPD" e_homo_ev=-3.55 total_charge=-1
C -0.089 -0.716 3.073
C 0.134 -1.047 1.685
P -0.214 0.131 0.194
C 1.601 0.693 0.019
C 2.506 0.798 1.305
O 3.281 2.047 1.180
C 3.664 -0.330 1.452
F 4.454 -0.446 0.276
F 3.211 -1.562 1.955
F 4.566 0.181 2.451
C -0.671 1.609 1.312
C -1.101 2.999 0.669
N -0.086 3.716 -0.157
N -2.465 3.088 0.102
N -1.217 3.907 1.904
N -0.730 1.018 -1.318
C -0.036 0.564 -2.334
O 0.813 0.698 -3.261
B -2.114 -0.390 0.347
N -3.197 0.147 -0.601
O -2.616 -1.354 1.313
P 0.127 -1.573 -1.156
C 1.675 -2.579 -0.909
C 2.145 -3.117 -2.387
C -1.253 -2.786 -1.431
C -2.310 -2.388 -2.612
H 0.281 0.243 3.558
H -0.619 -1.486 3.732
H 0.479 -2.143 1.569
H 1.549 1.756 -0.438
H 2.213 0.128 -0.785
H 2.021 0.877 2.320
H 3.719 1.977 0.297
H 0.103 1.880 2.121
H -1.600 1.284 1.927
H -0.498 3.812 -1.108
H 0.024 4.699 0.149
H -3.184 2.671 0.695
H -2.525 2.818 -0.882
H -1.664 4.794 1.617
H -0.258 4.135 2.218
H -3.781 -0.650 -0.939
H -3.852 0.636 0.049
H -3.404 -1.795 0.921
H 2.586 -2.060 -0.483
H 1.533 -3.547 -0.290
H 1.361 -2.829 -3.162
H 2.432 -4.218 -2.385
H 3.095 -2.523 -2.667
H -1.786 -3.212 -0.499
H -0.747 -3.733 -1.873
H -3.344 -2.819 -2.398
H -1.866 -2.765 -3.608
H -2.348 -1.243 -2.728


# 8
12
Properties=species:S:1:pos:R:3 method="wB97M-V/def2-TZVPD" e_homo_ev=-8.37 smiles=CNCN relative_energy_ev=0.853 total_charge=0
C 0.742 1.528 -0.238
N 0.404 0.119 -0.464
C -0.300 -0.584 0.586
N -1.227 -1.687 0.228
H 0.859 1.984 -1.224
H 1.774 1.580 0.187
H 0.013 1.992 0.406
H 0.148 0.060 -1.435
H 0.428 -1.151 1.181
H -0.647 0.211 1.294
H -1.501 -1.505 -0.738
H -0.693 -2.547 0.218


# 9
7
Properties=species:S:1:pos:R:3 method="wB97M-V/def2-TZVPD" e_homo_ev=-12.08 smiles="O=S1(=O)OOOO1" total_charge=0
O -1.266 1.290 0.901
O -1.704 -0.996 0.056
O 1.265 -0.210 -1.184
O 1.774 -0.105 0.174
O -0.053 0.422 -1.242
O 0.690 -0.479 1.042
S -0.706 0.078 0.254


# 10
5
Properties=species:S:1:pos:R:3 method="wB97M-V/def2-TZVPD" e_homo_ev="-10.05 / -10.05" relative_energy_ev=1.411 total_charge=0
C -0.211 0.223 -0.111
F -0.869 0.588 0.990
F -1.009 -0.017 -1.165
Br 1.205 1.236 -0.426
Br 0.885 -2.031 0.712


# 11
27
Properties=species:S:1:pos:R:3 method="wB97M-V/def2-TZVPD" e_homo_ev=-7.95 relative_energy_ev=5.108 total_charge=0
C -1.997 -2.208 1.546
C 2.035 -1.144 -1.650
C 0.693 2.024 -0.128
C -1.472 1.988 1.169
C 1.377 -1.790 -0.392
C -1.829 -2.091 -1.139
C -0.269 1.154 0.781
N -1.088 -3.198 -1.111
O -2.861 -1.526 1.107
O -1.353 -4.245 -1.743
O -0.713 -2.252 1.212
O -0.732 0.082 0.049
P -0.533 -1.408 -0.276
H -2.189 -2.955 2.421
H 3.068 -1.643 -1.926
H 1.284 -1.189 -2.427
H 2.341 -0.123 -1.515
H 0.394 1.766 -1.103
H 0.490 3.039 0.119
H 1.736 1.855 0.165
H -2.227 1.431 1.763
H -2.150 2.437 0.331
H -1.347 2.829 1.784
H 1.733 -1.283 0.478
H 1.432 -2.894 -0.191
H -2.694 -1.848 -1.705
H 0.310 0.907 1.644


# 12
31
Properties=species:S:1:pos:R:3 method="wB97M-V/def2-TZVPD" e_homo_ev="-6.70 / -6.75" multiplicity=7 total_charge=0
Tb -0.364 1.938 -0.688
I -1.715 -1.833 5.058
C -1.434 -0.401 3.652
C -2.455 0.062 2.789
C -2.200 1.012 1.836
I -3.670 1.501 0.403
C -0.889 1.542 1.784
O -0.691 2.773 1.277
C 0.177 0.755 2.318
C 1.497 0.766 1.630
N 1.345 0.534 0.171
C 1.401 -0.888 -0.281
C 0.778 -0.932 -1.640
C 1.336 -1.517 -2.773
C 0.682 -1.366 -4.003
C -0.647 -0.921 -3.989
C -1.154 -0.373 -2.809
N -0.406 -0.306 -1.720
C -0.099 -0.095 3.369
H -3.481 -0.202 2.970
H 2.013 1.734 1.738
H 2.134 0.004 2.132
H 2.042 1.122 -0.332
H 2.447 -1.239 -0.335
H 0.795 -1.468 0.417
H 2.281 -2.088 -2.713
H 1.172 -1.598 -4.934
H -1.248 -0.998 -4.888
H -2.179 0.005 -2.750
H 0.790 -0.561 3.838
S 1.742 3.037 -1.534